ORCA calculation (ωB97M-V with the def2-TZVPD basis set) on a molecular structure, C20H24BrFIrN4SSi.

```
53
Properties=species:S:1:pos:R:3
Ir 0.38797 -0.15340 0.11397
C 2.96136 -1.68262 1.60334
Si 3.52287 -0.58521 0.21264
C 5.09432 0.28236 0.67615
C 3.79517 -1.41163 -1.41221
N 2.08988 0.55388 -0.03731
C 2.17799 1.92264 -0.37108
C 3.11124 2.76386 0.24785
C 3.21077 4.10227 -0.08062
C 2.37648 4.64278 -1.05191
C 1.43067 3.84284 -1.67062
C 1.34000 2.51338 -1.31546
F 0.39650 1.75575 -1.93498
H 3.42538 -2.66712 1.53239
H 1.87853 -1.84422 1.60210
H 3.22648 -1.24323 2.56639
H 5.90841 -0.43604 0.54749
H 5.11418 0.62556 1.71133
H 5.30978 1.12895 0.02498
H 4.31697 -2.35759 -1.25511
H 4.41792 -0.77886 -2.04804
H 2.86862 -1.63322 -1.93425
H 3.73326 2.35483 1.02816
H 3.93396 4.72631 0.42500
H 2.45609 5.68612 -1.32262
H 0.75357 4.23137 -2.41820
C -4.99270 -1.80849 -0.16744
C -3.95810 -0.82504 0.30109
C -4.28923 0.44752 0.75270
C -3.30854 1.32130 1.19944
C -2.01732 0.86270 1.14463
Br -0.49192 1.83200 1.69672
N -1.65599 -0.32328 0.67644
C -2.61398 -1.17604 0.27646
H -5.99526 -1.47830 0.09580
H -4.82383 -2.78904 0.27551
H -4.94831 -1.92573 -1.25057
H -5.32558 0.76058 0.76988
H -3.53618 2.30687 1.57685
H -2.28601 -2.14950 -0.06237
C 3.11380 -5.39699 0.02846
C 1.71868 -4.87744 -0.12044
C 0.60806 -5.63080 0.23658
C -0.63010 -5.04569 0.09257
N -0.78289 -3.81247 -0.39940
C 0.34014 -3.18680 -0.73652
S 0.12204 -1.57538 -1.53627
N 1.57602 -3.64062 -0.61206
H 3.13862 -6.48434 -0.00049
H 3.52617 -5.08202 0.98943
H 3.74805 -4.99659 -0.75933
H 0.71074 -6.63865 0.61137
H -1.53624 -5.57143 0.36848
```

total charge = +1
Kohn-Sham gap (spin up / spin down) = 6.638 / 6.483 eV
relative energy (zero: lowest compared OMol25 entry of this formula, charge and spin) = 0.9325 eV

=====

ORCA calculation (ωB97M-V with the def2-TZVPD basis set) on 7 unconnected molecules or ions with the total composition C53H84N2O19S at a distorted geometry.

```
159
Properties=species:S:1:pos:R:3
C -0.86306 -0.93838 -1.29877
C -1.46867 0.32445 -1.99169
C -0.35465 1.06376 -2.75186
C -0.81730 2.25618 -3.66757
C -2.33960 2.42332 -3.81975
C -2.94416 3.19903 -2.60836
C -3.61195 4.51376 -3.09808
C -4.53448 5.04097 -1.97697
C -3.77682 5.18674 -0.61061
C -4.22349 4.15099 0.45499
C -3.17262 3.02602 0.71543
C -2.76052 3.03897 2.19937
C -1.92165 1.75779 2.52696
C -0.44856 1.99211 2.24235
C 0.13507 1.55947 1.06606
C 1.47026 1.75536 0.77617
C 2.24044 2.43380 1.69235
C 1.69484 2.88218 2.88007
C 0.36995 2.65116 3.16899
C -0.13736 3.13320 4.52609
C -0.40318 1.98466 5.52985
C 0.71018 0.91620 5.58286
N 0.17511 -0.43715 5.91265
C -0.54617 -0.95079 4.72801
C 0.10803 -2.15078 4.06716
C -0.59934 -3.34440 4.02813
C -0.07588 -4.45037 3.40563
C 1.16077 -4.41398 2.79096
C 1.88248 -3.23642 2.84597
C 1.34768 -2.12780 3.46866
O 2.10893 -0.95664 3.48053
S 3.96927 2.72516 1.33091
C 3.93412 2.74321 -0.45907
C 4.88567 3.46854 -1.14783
C 4.84947 3.45795 -2.52218
C 3.87458 2.77157 -3.21875
C 2.94627 2.06012 -2.49068
C 2.95336 2.02453 -1.11169
N 1.94902 1.20990 -0.47385
H 0.21189 -0.79233 -1.13529
H -1.29471 -1.02557 -0.28957
H -1.08251 -1.85570 -1.84956
H -1.89961 0.98865 -1.23313
H -2.25913 -0.04508 -2.65236
H 0.30245 1.49792 -1.98602
H 0.25698 0.36541 -3.33931
H -0.29305 2.16390 -4.62704
H -0.44840 3.18758 -3.21324
H -2.87775 1.48564 -3.98756
H -2.51517 3.04021 -4.71263
H -3.68151 2.59531 -2.06829
H -2.11865 3.51590 -1.96255
H -4.22606 4.28163 -3.97848
H -2.86078 5.26708 -3.36804
H -5.32936 4.29923 -1.82963
H -4.97386 6.00821 -2.24841
H -2.69438 5.16736 -0.78141
H -4.02935 6.18472 -0.22805
H -4.36484 4.69193 1.39940
H -5.19519 3.72216 0.18530
H -2.27995 3.16645 0.09559
H -3.58213 2.02903 0.49959
H -3.61529 3.07141 2.88432
H -2.12261 3.91688 2.37482
H -2.08842 1.49953 3.57262
H -2.28329 0.94817 1.87841
H -0.49914 1.04305 0.34260
H 2.31184 3.40163 3.61066
H -1.10200 3.63251 4.34586
H 0.53302 3.90411 4.91876
H -1.39478 1.54661 5.37612
H -0.44947 2.44017 6.53172
H 1.25350 0.78867 4.64548
H 1.42951 1.15563 6.37796
H -0.54305 -0.24201 6.60818
H -0.67713 -0.18881 3.94117
H -1.55849 -1.24832 5.03342
H -1.58991 -3.40537 4.47536
H -0.63346 -5.38504 3.34925
H 1.59521 -5.25919 2.26535
H 2.85930 -3.14739 2.37547
H 2.02860 -0.54875 2.60730
H 5.65312 4.00932 -0.60174
H 5.62617 4.01402 -3.04547
H 3.82259 2.76687 -4.30200
H 2.18074 1.48637 -3.01095
H 2.42885 0.34077 -0.22513
C 5.42523 0.35224 -5.04386
O 5.00810 -0.03880 -6.35390
C 4.14172 -1.05248 -6.37037
O 3.70997 -1.62830 -5.40545
O 3.83607 -1.31594 -7.64112
C 2.90842 -2.38904 -7.80991
H 6.12287 1.17876 -5.15588
H 4.57647 0.68755 -4.45724
H 5.93595 -0.46852 -4.54170
H 1.95904 -2.15576 -7.32964
H 3.31842 -3.31787 -7.41582
H 2.73951 -2.50724 -8.87692
C 3.13800 -7.40321 -6.14322
O 3.68590 -6.81106 -7.32215
C 4.62258 -7.54813 -7.92141
O 5.01711 -8.62341 -7.55488
O 5.04515 -6.88350 -8.99837
C 6.05826 -7.56019 -9.74372
H 2.39544 -6.71109 -5.75480
H 2.65075 -8.34823 -6.37827
H 3.91145 -7.54909 -5.39090
H 5.68733 -8.51191 -10.12102
H 6.94724 -7.71297 -9.13375
H 6.31403 -6.92262 -10.58591
C -6.92008 -1.17095 3.66922
O -5.76975 -2.02098 3.69820
C -4.97882 -1.90481 2.63313
O -5.15698 -1.16938 1.69640
O -3.95508 -2.74833 2.78218
C -3.02151 -2.73112 1.70036
H -7.47733 -1.35812 4.58322
H -6.62279 -0.12340 3.64450
H -7.55235 -1.40940 2.81473
H -2.57116 -1.74366 1.59912
H -3.50206 -3.02745 0.76816
H -2.23847 -3.44564 1.93327
C -6.50411 -4.37082 0.73952
O -7.48729 -4.93397 -0.12908
C -8.68421 -4.35366 -0.03988
O -8.97295 -3.43766 0.68607
O -9.50633 -4.96440 -0.89390
C -10.83485 -4.44087 -0.90410
H -5.57862 -4.91942 0.58191
H -6.33485 -3.32114 0.49935
H -6.80232 -4.48173 1.78179
H -10.83376 -3.39451 -1.20568
H -11.30082 -4.55480 0.07351
H -11.39904 -5.01708 -1.63267
C 9.12195 7.94043 -4.16531
O 7.98871 7.17049 -3.76125
C 7.32966 7.67446 -2.71617
O 7.61120 8.68117 -2.12204
O 6.30379 6.86517 -2.44574
C 5.50123 7.28220 -1.33953
H 9.56716 7.43052 -5.01557
H 8.81802 8.93989 -4.47244
H 9.85563 7.99534 -3.36256
H 5.05187 8.25539 -1.53054
H 6.09137 7.30943 -0.42439
H 4.70832 6.54762 -1.22049
C 1.13964 -2.98776 7.42140
O 1.47668 -3.18005 8.80210
C 0.60377 -3.91744 9.48123
O -0.40276 -4.41172 9.04217
O 1.03528 -4.01683 10.74300
C 0.18653 -4.78818 11.59153
H 1.91647 -2.37563 6.97524
H 1.10532 -3.94419 6.89902
H 0.19332 -2.46764 7.32789
H 0.11149 -5.81356 11.23218
H -0.80213 -4.33652 11.66110
H 0.64162 -4.79334 12.57876
```

SMILES string = CCCCCCCCCCCCCc1cc2c(cc1CCCNCc1ccccc1O)Sc1ccccc1N2.COC(=O)OC.COC(=O)OC.COC(=O)OC.COC(=O)OC.COC(=O)OC.COC(=O)OC
Kohn-Sham gap = 8.582 eV

=====

ORCA calculation (ωB97M-V with the def2-TZVPD basis set) on a molecular structure, C11H28Br2MnN6S at a distorted geometry.

```
49
Properties=species:S:1:pos:R:3
Mn 0.02497 0.60760 1.33494
N -1.93346 0.22223 0.63121
C -1.90280 -1.09971 -0.03544
C -1.39610 -2.08277 0.97301
N -0.11190 -1.60321 1.52895
C -0.01798 -1.97819 2.95050
C -0.77552 -0.95826 3.75109
N -0.22818 0.36452 3.39093
C 1.03084 -2.10019 0.73919
C 2.29895 -1.42177 1.19633
N 2.07882 0.04089 1.19315
H -2.22085 0.92605 -0.04268
H -2.64483 0.22795 1.35809
H -2.88357 -1.40048 -0.40729
H -1.22633 -1.01553 -0.88355
H -2.11873 -2.15954 1.78704
H -1.29653 -3.08353 0.54425
H -0.40409 -2.98566 3.13017
H 1.02403 -1.97799 3.26069
H -1.83639 -0.96191 3.50029
H -0.69343 -1.16648 4.81851
H -0.79712 1.09374 3.81338
H 0.69192 0.47869 3.80939
H 1.13130 -3.18959 0.79860
H 0.84218 -1.83569 -0.30195
H 2.59030 -1.72463 2.19877
H 3.11723 -1.70851 0.53548
H 2.69720 0.50047 1.85484
H 2.34518 0.40460 0.27933
Br -0.02485 3.15684 1.28920
C 1.18925 3.99935 2.57773
Br 2.27036 2.78920 3.58325
H 0.56852 4.56459 3.25967
H 1.84050 4.62949 1.98720
C 0.36005 -1.22535 -3.72833
N -0.11188 0.14290 -3.81095
C -0.59339 0.69602 -5.08604
C -0.81421 2.18804 -4.76715
N -0.43065 2.25080 -3.35438
C 0.00128 1.08224 -2.88051
S 0.66066 0.87920 -1.30858
H -0.30899 -1.86500 -4.30100
H 0.36485 -1.54539 -2.69055
H 1.36946 -1.31536 -4.13218
H -1.51146 0.19160 -5.38409
H 0.15272 0.53945 -5.86469
H -1.85050 2.48983 -4.90065
H -0.18120 2.83788 -5.36753
H -0.33565 3.10057 -2.82759
```

spin multiplicity = 2
total charge = +2
Kohn-Sham gap (spin up / spin down) = 9.204 / 8.975 eV
⟨S²⟩ = 0.819
relative energy (zero: lowest compared OMol25 entry of this formula, charge and spin) = 0.0306 eV

=====

ORCA calculation (ωB97M-V with the def2-TZVPD basis set) on 6 unconnected molecules or ions with the total composition C54H72BN6O24 at a distorted geometry.

```
157
Properties=species:S:1:pos:R:3
C 5.37864 -2.70889 1.36366
C 6.75686 -2.38463 2.20862
C 7.08595 -0.77554 2.35966
C 7.47230 -0.07720 0.91269
C 8.44273 1.22571 1.17332
C 7.74235 2.36519 2.13428
C 6.61603 3.19178 1.24505
C 5.12880 2.47616 1.22943
C 3.88528 3.56858 1.47093
C 2.89906 3.12872 2.70697
N 1.93441 2.00868 2.38981
C 1.25617 2.02649 1.02535
N 1.84628 1.47180 -0.11759
B 1.13951 1.44692 -1.49234
N 0.29697 0.21986 -1.79321
O 1.19897 2.54365 -2.48310
N -0.12077 2.65871 1.10955
O -0.30143 3.84794 0.50056
C -1.48779 3.81219 -0.38674
C -2.71782 2.87401 0.15690
N -2.70324 1.44466 -0.35332
C -3.05845 1.35478 -1.82620
C -3.02212 -0.21894 -2.35602
C -4.50537 -0.81460 -2.75329
O -2.15800 -0.39187 -3.56748
C -0.20137 3.08188 2.55888
C 0.69888 1.93846 3.31255
C 1.11188 2.17030 4.89422
C 2.25072 1.03101 5.33015
C 3.42933 1.69028 6.29574
O 2.87159 2.38295 7.49177
N 0.33954 0.47571 3.20183
C -1.00742 0.24722 3.30924
C -2.04087 0.90171 4.39831
C -1.65992 -0.86372 2.24721
H 4.75375 -3.47460 2.02914
H 5.64646 -3.21334 0.34139
H 4.82425 -1.68405 1.20602
H 6.60513 -2.79768 3.30639
H 7.64946 -2.92183 1.66922
H 6.20640 -0.24523 2.92523
H 8.05537 -0.69466 3.02835
H 8.11177 -0.83447 0.25456
H 6.51540 0.19088 0.28330
H 8.74118 1.73279 0.13494
H 9.47644 0.84368 1.62933
H 8.59836 3.15252 2.39976
H 7.32202 1.95060 3.14614
H 6.60692 4.29295 1.68641
H 6.97605 3.29757 0.11323
H 5.14467 1.63008 2.03852
H 4.99548 2.02490 0.14568
H 4.43792 4.56441 1.82889
H 3.33144 3.85338 0.47483
H 3.61449 2.71402 3.56774
H 2.38682 4.09034 3.17259
H 2.80827 1.03513 -0.11118
H -0.43714 0.20439 -1.02644
H 0.82629 -0.67525 -1.67808
H 1.78284 2.30625 -3.26197
H -1.18886 3.58043 -1.51439
H -1.90593 4.92924 -0.40306
H -3.72993 3.42336 -0.15112
H -2.75456 2.81167 1.34819
H -3.47622 0.91282 0.13868
H -4.16301 1.73518 -1.99710
H -2.29342 1.96822 -2.48860
H -2.59655 -0.86600 -1.46986
H -4.41471 -1.99612 -2.74434
H -4.74355 -0.47009 -3.85429
H -5.27478 -0.41129 -1.96583
H -1.68057 -1.27647 -3.38568
H -1.29145 3.29970 2.93833
H 0.28576 4.16090 2.55969
H 0.20978 1.99777 5.64395
H 1.49143 3.27676 5.11544
H 1.69619 0.23444 6.01558
H 2.68275 0.43909 4.41618
H 4.03072 0.75413 6.72753
H 4.21300 2.33525 5.70668
H 3.43137 2.04850 8.26499
H -3.09037 1.00490 3.83894
H -2.25728 0.23151 5.34068
H -1.74813 2.02231 4.68380
H -0.81387 -1.39321 1.59759
H -2.08491 -1.72877 2.95017
H -2.51124 -0.41775 1.57942
C -7.36799 -1.97786 0.40435
C -6.74702 -1.28056 1.35770
C -7.51258 -0.56406 2.41514
O -6.91370 0.05284 3.28909
C -8.98168 -0.62390 2.36264
C -9.60251 -1.31840 1.40718
C -8.83636 -2.05728 0.36640
O -9.43482 -2.70201 -0.48819
O -10.98293 -1.37664 1.35032
O -5.36722 -1.19917 1.39830
H -6.82387 -2.50524 -0.36904
H -9.52613 -0.08401 3.12673
H -11.18844 -1.93979 0.57242
H -5.16170 -0.64103 2.17966
C 13.12843 0.61661 1.79362
C 14.35038 1.08954 1.54086
C 15.12690 1.82127 2.57972
O 16.25497 2.22760 2.32404
C 14.49428 2.03359 3.89094
C 13.27095 1.56359 4.14236
C 12.50601 0.80817 3.11263
O 11.39100 0.37256 3.37937
O 12.66936 1.76190 5.37157
O 14.94086 0.91565 0.30263
H 12.55376 0.08103 1.04849
H 15.06249 2.58242 4.63098
H 11.79118 1.32726 5.30535
H 15.82135 1.34502 0.37089
C 3.31290 2.19820 -6.82925
C 3.43265 2.04021 -8.14888
C 2.23637 1.99876 -9.03478
O 2.37883 1.87146 -10.24577
C 0.91014 2.10953 -8.40753
C 0.79048 2.26404 -7.08751
C 1.98761 2.33313 -6.20533
O 1.84633 2.49415 -4.99774
O -0.45296 2.36606 -6.49114
O 4.67490 1.91008 -8.74218
H 4.17405 2.23232 -6.17382
H 0.04851 2.05996 -9.06089
H -0.27400 2.47242 -5.53137
H 4.49611 1.80979 -9.70252
C -4.06051 -3.03758 -6.02588
C -5.06555 -3.65426 -5.40113
C -5.55631 -4.98581 -5.85254
O -6.46899 -5.53643 -5.24686
C -4.91686 -5.59296 -7.03028
C -3.91415 -4.97453 -7.65698
C -3.40548 -3.65615 -7.18872
O -2.47021 -3.12083 -7.77426
O -3.31049 -5.53819 -8.76606
O -5.68788 -3.07785 -4.30908
H -3.69233 -2.07058 -5.70705
H -5.29507 -6.55262 -7.35854
H -2.61421 -4.90053 -9.03639
H -6.38006 -3.71828 -4.03518
C -13.96051 -3.82010 1.41538
C -14.96555 -4.43678 2.04013
C -15.45631 -5.76833 1.58872
O -16.36899 -6.31895 2.19440
C -14.81686 -6.37548 0.41098
C -13.81415 -5.75705 -0.21572
C -13.30548 -4.43867 0.25254
O -12.37021 -3.90335 -0.33300
O -13.21049 -6.32071 -1.32481
O -15.58788 -3.86036 3.13218
H -13.59233 -2.85309 1.73421
H -15.19507 -7.33514 0.08272
H -12.51421 -5.68304 -1.59513
H -16.28006 -4.50080 3.40608
```

total charge = +1
Kohn-Sham gap = 7.434 eV

=====

ORCA calculation (ωB97M-V with the def2-TZVPD basis set) on C2H4FP in the gas phase at a distorted geometry.

```
8
Properties=species:S:1:pos:R:3
C 0.36708 0.24689 0.16084
C -0.27000 -1.03872 -0.30274
F 0.61435 2.93256 0.41564
P -0.64074 1.90336 0.41918
H 1.41320 0.15404 0.24136
H -1.11968 -1.01266 -1.05785
H 0.51974 -1.80294 -0.51469
H -0.88395 -1.38253 0.63827
```

SMILES string = C/C=P/F
Kohn-Sham gap (spin up / spin down) = 8.125 / 7.960 eV
relative energy (zero: lowest compared OMol25 entry of this formula, charge and spin) = 1.1553 eV

=====

ORCA calculation (ωB97M-V with the def2-TZVPD basis set) on 2 unconnected molecules or ions with the total composition Br2S2 at a distorted geometry.

```
4
Properties=species:S:1:pos:R:3
S -0.57718 0.52936 0.37462
S 0.57877 -0.38044 -0.78179
Br 0.53321 2.21264 1.14131
Br -0.06238 -2.90951 1.68236
```

Kohn-Sham gap (spin up / spin down) = 4.634 / 4.295 eV
relative energy (zero: lowest compared OMol25 entry of this formula, charge and spin) = 2.5029 eV